13 unconnected molecules or ions with the total composition C56H132Cl8O29P2, computed with ωB97M-V/def2-TZVPD.

E_LUMO (alpha / beta) = -2.40 / -8.29 eV
gap between HOMO and LUMO (alpha / beta) = 8.1 / 2.2 eV
DFT total energy = -238324.514 eV
⟨S²⟩ = 0.756
spin multiplicity = 2
total charge = +1

Element x y z (Å)
Cl (2.75769, -1.83902, 5.23420)
C (3.74784, -3.35960, 5.37740)
C (4.95498, -3.38929, 4.44293)
Cl (4.32137, -3.08223, 2.74975)
H (3.13863, -4.26207, 5.32735)
H (4.10811, -3.34725, 6.40606)
H (5.49777, -4.32687, 4.32286)
H (5.71403, -2.68431, 4.78195)
Cl (-0.79983, -9.55571, 5.46362)
C (-0.47814, -8.07943, 4.42111)
C (-1.69467, -7.41437, 3.74485)
Cl (-1.12009, -6.07253, 2.70521)
H (0.07367, -8.48468, 3.57295)
H (0.08865, -7.39808, 5.05562)
H (-2.40658, -6.97648, 4.44452)
H (-2.28353, -8.14101, 3.18507)
Cl (4.90787, -3.53356, -2.14595)
C (3.32257, -4.17624, -2.41265)
C (3.00000, -4.35287, -3.90638)
Cl (4.24918, -5.39681, -4.63670)
H (2.51932, -3.58091, -1.97852)
H (3.17914, -5.21936, -2.13084)
H (3.09698, -3.41133, -4.44693)
H (2.02205, -4.77715, -4.13373)
Cl (3.82018, -0.51943, -3.83789)
C (4.48343, 0.84788, -2.79635)
C (3.47622, 1.38158, -1.71336)
Cl (3.46926, 0.27482, -0.28240)
H (4.67144, 1.60268, -3.55990)
H (5.36095, 0.45935, -2.27954)
H (2.49194, 1.38683, -2.18161)
H (3.73966, 2.36644, -1.32768)
C (0.82656, -1.23642, -2.13704)
O (1.00139, -1.75208, -0.80053)
P (-0.16629, -1.42565, 0.33555)
O (-1.50628, -1.99013, 0.18090)
O (0.57531, -1.87807, 1.70579)
C (0.58704, -3.30333, 1.98578)
O (-0.10698, 0.21739, 0.36771)
C (-0.33307, 1.07258, 1.51431)
H (0.67919, -0.16067, -2.23271)
H (0.18397, -1.88358, -2.73399)
H (1.78640, -1.48187, -2.59154)
H (0.07126, -3.42906, 2.93776)
H (1.55163, -3.60488, 2.39412)
H (0.27839, -3.98918, 1.19682)
H (-1.32649, 1.52093, 1.50038)
H (0.48344, 1.77701, 1.67301)
H (-0.24996, 0.41317, 2.37823)
C (-7.06855, 0.33093, 0.49710)
O (-7.29941, 0.50698, -0.89980)
P (-6.08711, 0.88264, -1.88361)
O (-5.72830, 2.32246, -1.85420)
O (-6.49683, 0.14957, -3.17244)
C (-7.73724, 0.45396, -3.79737)
O (-4.96573, -0.06600, -1.35466)
C (-3.84485, 0.26737, -0.65668)
H (-6.35355, 1.04096, 0.91272)
H (-6.91244, -0.72886, 0.69852)
H (-7.95026, 0.55151, 1.09879)
H (-7.51797, 0.85435, -4.78717)
H (-8.16831, 1.32249, -3.29943)
H (-8.49310, -0.32507, -3.69785)
H (-3.92037, 1.14343, -0.01254)
H (-3.06740, 0.45058, -1.39837)
H (-3.56903, -0.64496, -0.12784)
C (6.82406, 0.22666, 2.42914)
O (6.19455, 0.91084, 3.56722)
C (4.76790, 0.76209, 3.76797)
C (4.14393, 1.53285, 2.66642)
O (3.82869, 2.89773, 3.07108)
C (4.81058, 3.66801, 3.69084)
C (4.66658, 5.05061, 3.16920)
O (5.39746, 6.16472, 3.76677)
C (6.72416, 6.32403, 3.37077)
H (7.80448, 0.69533, 2.34410)
H (6.24975, 0.37455, 1.51460)
H (6.89370, -0.85720, 2.52133)
H (4.59303, 1.05891, 4.80209)
H (4.42801, -0.26848, 3.87049)
H (3.26709, 1.09635, 2.18815)
H (4.83320, 1.75963, 1.85304)
H (5.85104, 3.36556, 3.57220)
H (4.55257, 3.71873, 4.74865)
H (3.63332, 5.34919, 3.34619)
H (4.94525, 5.12269, 2.11789)
H (6.67232, 6.67959, 2.34170)
H (7.27258, 5.38308, 3.32682)
H (7.24905, 7.02960, 4.01480)
C (0.64783, 1.22483, -5.27971)
O (0.09906, 2.03177, -4.20131)
C (-0.39572, 3.25913, -4.64227)
C (0.78515, 4.30403, -4.73233)
O (1.72131, 4.00263, -5.71801)
C (1.43020, 4.38103, -7.10812)
C (2.23804, 3.74290, -8.25093)
O (3.19215, 4.62444, -8.76374)
C (3.72403, 4.14008, -10.02322)
H (1.24506, 1.87189, -5.92215)
H (-0.18747, 0.97063, -5.93220)
H (1.17771, 0.34849, -4.90642)
H (-1.28565, 3.54580, -4.08196)
H (-0.68803, 3.26600, -5.69232)
H (1.43707, 4.18960, -3.86629)
H (0.46211, 5.33743, -4.85821)
H (1.32363, 5.46435, -7.16428)
H (0.40550, 4.06118, -7.29729)
H (1.64798, 3.26140, -9.03073)
H (2.77653, 2.87738, -7.86493)
H (4.32091, 4.84467, -10.60235)
H (2.85891, 4.04768, -10.67983)
H (4.24826, 3.20969, -9.80491)
C (-3.76399, -4.10840, 5.53143)
O (-4.48823, -3.61183, 4.39263)
C (-3.61805, -3.00407, 3.44378)
C (-3.11355, -1.54730, 3.72489)
O (-4.28236, -0.78199, 3.90483)
C (-4.02022, 0.58384, 4.28447)
C (-4.86967, 1.62943, 3.47931)
O (-6.28608, 1.44368, 3.55474)
C (-6.82764, 1.72379, 4.83274)
H (-2.85591, -4.66621, 5.30264)
H (-4.38644, -4.89450, 5.95886)
H (-3.57971, -3.35158, 6.29389)
H (-4.25729, -2.80470, 2.58372)
H (-2.81175, -3.68829, 3.17955)
H (-2.59388, -1.15053, 2.85275)
H (-2.51126, -1.46308, 4.62946)
H (-2.96567, 0.84004, 4.18258)
H (-3.98193, 0.62927, 5.37285)
H (-4.57220, 1.26197, 2.49718)
H (-4.54226, 2.66081, 3.61032)
H (-6.47558, 2.69161, 5.18978)
H (-6.46180, 1.02249, 5.58270)
H (-7.91701, 1.72623, 4.79569)
C (-3.86825, -3.17389, -2.08931)
O (-4.49179, -4.40796, -2.43634)
C (-4.19189, -4.75020, -3.81075)
C (-2.73062, -5.33759, -3.86643)
O (-1.61322, -4.46537, -3.81033)
C (-1.26959, -3.67812, -4.98489)
C (-1.69065, -4.24433, -6.37815)
O (-1.10593, -5.49900, -6.71656)
C (-1.87441, -6.17093, -7.69504)
H (-2.80852, -3.16957, -1.83427)
H (-4.47486, -2.96885, -1.20722)
H (-4.15401, -2.35994, -2.75558)
H (-4.14740, -3.87546, -4.45956)
H (-4.98557, -5.38138, -4.21048)
H (-2.65790, -5.95344, -4.76283)
H (-2.63511, -6.04538, -3.04301)
H (-0.18096, -3.70260, -5.03377)
H (-1.58188, -2.63400, -4.96550)
H (-1.27860, -3.59467, -7.15033)
H (-2.76365, -4.12961, -6.53183)
H (-1.45241, -7.10520, -8.06539)
H (-2.10513, -5.47950, -8.50547)
H (-2.81200, -6.44253, -7.21000)
C (-1.21912, -8.07734, -1.52733)
O (-0.25790, -7.75297, -2.60465)
C (0.80230, -6.86082, -2.16112)
C (1.78680, -7.48619, -1.21731)
O (2.14935, -6.61048, -0.12609)
C (2.77525, -7.27087, 1.00624)
C (2.91230, -6.50743, 2.29032)
O (3.58023, -7.32436, 3.29543)
C (2.79683, -7.82018, 4.37970)
H (-1.80361, -7.19575, -1.26413)
H (-0.78147, -8.55387, -0.65013)
H (-1.89804, -8.81826, -1.94945)
H (0.39360, -5.92550, -1.77872)
H (1.38949, -6.61523, -3.04600)
H (2.69127, -7.76730, -1.75675)
H (1.34279, -8.43784, -0.92518)
H (3.78628, -7.53382, 0.69516)
H (2.30709, -8.24658, 1.13636)
H (1.94388, -6.10985, 2.59394)
H (3.62820, -5.74201, 1.99081)
H (2.21906, -7.07804, 4.93063)
H (3.50988, -8.27100, 5.06993)
H (2.15791, -8.62230, 4.01028)
C (1.88310, 7.79066, -3.60337)
O (1.59289, 8.87725, -2.69571)
C (0.19646, 9.02011, -2.42706)
C (-0.40896, 7.93113, -1.64827)
O (0.32027, 7.68970, -0.40250)
C (-0.11112, 6.58080, 0.43806)
C (0.65808, 5.26254, 0.15517)
O (0.36841, 4.73830, -1.14973)
C (0.41585, 3.32419, -1.12850)
H (1.74636, 8.07279, -4.64731)
H (1.35860, 6.88990, -3.28456)
H (2.95135, 7.57641, -3.63542)
H (-0.46754, 9.20616, -3.27122)
H (0.16096, 9.97668, -1.90572)
H (-0.39520, 6.99147, -2.20049)
H (-1.44167, 8.15980, -1.38498)
H (-1.12858, 6.42352, 0.08012)
H (-0.10622, 6.69343, 1.52221)
H (0.55706, 4.60887, 1.02155)
H (1.70080, 5.57928, 0.13278)
H (-0.58876, 3.03970, -0.81555)
H (1.27056, 2.92124, -0.58516)
H (0.52363, 2.88314, -2.11943)
C (-4.83151, 7.66887, 4.39739)
O (-3.67160, 7.09786, 4.99975)
C (-2.63729, 6.79088, 4.04598)
C (-1.46198, 6.49648, 4.96171)
O (-0.33485, 5.99239, 4.29291)
C (0.58391, 5.34868, 5.19725)
C (1.18516, 4.30040, 4.34334)
O (0.25829, 3.27100, 4.13272)
C (0.71344, 2.11155, 4.72440)
H (-5.69268, 7.66727, 5.06558)
H (-5.16570, 7.08262, 3.54140)
H (-4.80665, 8.74337, 4.21594)
H (-2.52887, 7.62041, 3.34725)
H (-2.99621, 5.93044, 3.48125)
H (-1.82911, 5.84745, 5.75675)
H (-1.18921, 7.41684, 5.47807)
H (0.42540, 5.07534, 6.24045)
H (1.35297, 6.11133, 5.31971)
H (2.12320, 3.97813, 4.79537)
H (1.50547, 4.54170, 3.32979)
H (-0.05348, 1.33774, 4.69050)
H (0.81220, 2.26688, 5.79875)
H (1.65389, 1.75233, 4.30654)

Cartesian forces (eV/Å) of the 3 atoms listed first:
0.2923 -0.9256 0.0176
0.6044 -0.2115 0.7903
-0.6351 0.2210 -0.6903